# C22H23MoN4O5S6

A structure of composition C22H23MoN4O5S6 (ωB97M-V with the def2-TZVPD basis set, the OMol25 dataset).

```
! wB97M-V def2-TZVPD RIJCOSX def2/J DEFGRID3
* xyz 1 3
H 4.4843 2.6331 1.5656
H 1.5161 -4.0081 4.2844
H -1.7049 -2.8449 1.6128
H 2.4469 -5.5775 1.3599
H 1.3437 -4.3337 6.0168
S 0.5325 -6.8528 3.2840
H -0.8441 3.2509 -5.8452
C 0.4366 -5.3762 2.2493
H 2.5390 2.9904 2.7873
C 0.8773 2.5174 -5.9436
C -4.2925 1.9392 -0.2160
S -5.6378 1.5075 -1.2844
C 0.4444 -1.5792 0.3886
O 1.2950 -6.8269 5.7735
Mo 0.4103 1.6698 -0.4644
H 2.3671 -3.3877 0.3946
H -0.1576 -0.3514 -5.3443
C -0.7281 -4.6376 2.2064
O 1.9587 2.4833 -6.4399
H -7.0568 3.0353 1.3870
N 0.1122 1.2352 -2.5513
S -1.6696 2.2261 0.2831
H -6.5007 1.3411 1.2847
C 0.4533 -0.4063 0.0654
H 2.6857 0.8940 -1.7379
O 1.1113 3.3236 -1.3832
C 1.4450 -3.7691 0.7799
S -4.5894 2.7813 1.2813
C 0.0597 0.4116 -4.5839
C 2.3472 2.8333 1.7263
C 3.6081 2.0794 1.2160
H 4.6634 1.5357 -0.5693
C -0.7801 -3.4462 1.5517
H 1.2829 1.1665 1.9518
N 2.5747 1.1273 -0.7718
C 0.4900 1.7477 -4.7023
H 3.5646 2.9899 -0.6862
H -6.3566 2.2123 2.8036
H -0.0640 -4.2175 4.8200
H -0.3460 -0.7192 -2.7670
H 2.2664 3.8369 1.2798
C 3.6943 1.9816 -0.3047
O -0.1265 3.1657 -6.4931
C 0.9647 -4.5721 5.0192
S -2.9105 1.0642 -2.2699
N -0.0574 0.1281 -3.2812
C 1.0149 -6.0955 4.8550
H -1.6113 -4.9716 2.7974
N 1.0986 2.0546 1.5531
H 2.6245 0.2097 -0.2908
C -6.3121 2.3078 1.7307
C -4.6243 1.0418 -2.6171
C 0.8019 3.5081 -2.6862
C 1.5056 -4.9901 1.4769
H 0.3338 2.5409 2.0405
H 3.6650 1.1016 1.7119
C -3.0308 1.7215 -0.6340
C 0.5227 2.2217 -3.3556
C 0.3342 -2.9482 0.8858
S -5.2076 0.5052 -4.0116
O 0.7317 4.5903 -3.1894
*
```

LUMO (alpha / beta) in eV: -4.8926 / -4.4512
HOMO-LUMO gap (alpha / beta) in eV: 5.74 / 6.20
Relative energy (zero: lowest compared OMol25 entry of this formula, charge and spin) in kcal/mol: 4.6
E_HOMO (alpha / beta) in eV: -10.63 / -10.65

***

# C28H26N5NaO3S2Se2

A structure of composition C28H26N5NaO3S2Se2 (ωB97M-V with the def2-TZVPD basis set, the OMol25 dataset).

```
! wB97M-V def2-TZVPD RIJCOSX def2/J DEFGRID3
* xyz 0 1
H 0.6510 -5.3990 2.4025
C 0.4522 -5.4342 1.3372
C 0.0381 -2.9533 1.4010
N -4.8693 2.8839 1.2491
H 3.1449 1.5667 -1.4395
O -0.8098 4.4747 2.5307
H 4.0898 0.1552 -1.9593
S -1.2580 -0.7669 -0.3117
H -1.0417 0.5235 -4.6314
H 3.2661 1.9215 1.2551
C -1.9006 0.4928 -3.9760
H -5.3295 6.6837 1.7141
C 5.2337 1.8491 2.1120
H -4.3519 5.2802 3.5428
C -2.0265 1.4115 -2.9459
C -3.9799 -0.4465 -3.2660
C -5.4063 3.6323 0.3025
H 0.4056 -3.0808 2.4221
Se -6.0229 2.8358 -1.3484
H 4.9385 2.3655 3.0160
N 0.8575 -1.9245 0.7664
Se -5.5493 0.6005 -1.0786
C 4.2928 1.5993 1.1267
Na -2.6257 1.9106 0.2207
S 0.8531 1.7660 -0.3664
H 7.2872 1.6468 2.7078
C -5.2137 5.6147 1.5920
H 2.6834 -2.2517 -1.1972
C 0.2817 -6.6914 -0.7031
H -2.8278 -1.2059 -4.9073
C 5.9835 0.5427 -0.2134
C 0.5290 -6.6446 0.6596
C 3.6268 0.6515 -1.1026
O -1.8360 4.0188 0.6790
H -0.9836 -2.5817 1.4387
C 1.3312 0.1888 -0.3302
H 7.9548 0.4837 0.6320
C -0.0464 -5.5255 -1.3847
C 2.9662 -1.6131 -0.3536
H -0.3990 -3.4118 -1.2342
H 0.3439 -7.6321 -1.2341
H 4.0489 -1.6455 -0.2373
C 6.5535 1.4479 1.9376
H 0.7875 -7.5476 1.1971
H -0.2443 -5.5590 -2.4484
C 2.3003 -2.0880 0.9111
C 4.6644 0.9418 -0.0455
N -3.0618 1.4237 -2.1104
H 2.6672 -1.5317 1.7788
C -0.1287 -4.3198 -0.7074
O -1.7514 2.5440 2.2649
H -4.7883 -1.1579 -3.3670
C 0.3443 -0.8972 0.0869
C -5.6022 5.0034 0.4155
C 6.9284 0.7965 0.7738
C -2.8903 -0.4621 -4.1234
H 2.5014 -3.1488 1.0607
C -4.0258 0.5277 -2.2806
H -1.2591 2.1544 -2.7624
H -4.0744 2.8494 3.1432
H 6.2782 0.0344 -1.1252
N 2.5788 -0.2302 -0.5930
N -1.4462 3.6985 1.8405
C -4.5229 3.4852 2.3926
C -4.6739 4.8414 2.6096
C 0.1200 -4.2668 0.6624
H -6.0366 5.5696 -0.3984
*
```

LUMO in eV: -0.4982
HOMO-LUMO gap in eV: 7.72
Relative energy (zero: lowest compared OMol25 entry of this formula, charge and spin) in kcal/mol: 0.0
E_HOMO in eV: -8.22

***

# C5H12NO

A cluster of 2 separate species, C5H12NO in total (ωB97M-V with the def2-TZVPD basis set, the OMol25 dataset).

```
! wB97M-V def2-TZVPD RIJCOSX def2/J DEFGRID3
* xyz 1 1
N 1.1273 0.0883 1.5890
C -0.6929 0.7632 -1.5844
C -0.0521 1.0942 -0.2182
H -2.7756 0.8536 -0.9437
H 1.0451 0.0560 2.5699
H 3.0926 -0.0562 4.2885
H -2.2356 -0.8227 -1.3152
H 0.1853 -2.0021 1.2704
H -0.0768 0.0480 -2.1851
H -1.0295 0.1200 1.5567
C -2.1298 0.2523 -1.6082
C 0.3804 -1.1864 0.5340
C -0.1144 0.1806 0.9653
H -0.6573 1.7036 -2.1062
H -2.4777 0.3125 -2.6323
H 3.5106 0.5202 4.4923
H 1.0098 0.9414 -0.5456
O 1.0284 -1.3808 -0.5260
H -0.0557 2.1304 0.1052
*
```

LUMO in eV: -9.1601
HOMO-LUMO gap in eV: 6.49
Relative energy (zero: lowest compared OMol25 entry of this formula, charge and spin) in kcal/mol: 167.1
E_HOMO in eV: -15.65

***

# C2H3NO2

A cluster of 2 separate species, C2H3NO2 in total (ωB97M-V with the def2-TZVPD basis set, the OMol25 dataset).

```
! wB97M-V def2-TZVPD RIJCOSX def2/J DEFGRID3
* xyz 0 1
O 2.9890 0.4793 -0.7842
H -2.1275 0.2548 0.9794
C -1.5416 0.1192 0.1283
H 2.9433 0.4986 1.0509
C -0.6721 -0.8691 0.1123
H -1.5539 0.8137 -0.7858
O 0.1752 -1.6906 0.0754
N 3.0467 -0.0997 0.2579
*
```

LUMO (alpha / beta) in eV: -0.1498 / -0.1497
HOMO-LUMO gap (alpha / beta) in eV: 9.22 / 9.23
Relative energy (zero: lowest compared OMol25 entry of this formula, charge and spin) in kcal/mol: 100.4
SMILES: C=C=O.N=O
E_HOMO (alpha / beta) in eV: -9.37 / -9.38